<i>
Molecular formula: C4H10N3
Method: DFT, the ωB97M-V functional and the def2-TZVPD basis

Calculated values
LUMO level (spin up / spin down), eV: -3.192 / -7.360
Net charge: +1
<S²>: 2.020
Multiplicity: 3
Kohn-Sham gap (spin up / spin down), Ha: 0.2456 / 0.2848
E_HOMO (spin up / spin down), Eh: -0.3629 / -0.5553

Element x y z (Å)
N  -3.271  0.487  0.447
N  0.222  0.750  -0.403
N  -1.009  0.566  -0.311
C  -0.101  -2.062  0.492
C  0.868  1.936  -0.162
C  -2.142  0.739  -0.145
C  2.141  2.216  -0.450
H  -0.463  -2.051  -0.505
H  0.631  -0.118  -0.755
H  -0.696  -1.574  1.221
H  2.856  1.453  -0.771
H  2.517  3.156  -0.202
H  0.231  2.643  0.354
H  -0.077  -3.215  0.672
H  -3.226  0.193  1.421
H  -4.175  0.896  0.268
H  0.995  -1.776  0.646

natural (NBO) atomic charges, in units of e:
1 N -0.788
2 N -0.141
3 N -0.346
4 C -0.897
5 C -0.022
6 C 0.548
7 C -0.224
8 H 0.216
9 H 0.450
10 H 0.213
11 H 0.223
12 H 0.232
13 H 0.236
14 H 0.259
15 H 0.387
16 H 0.441
17 H 0.214

=====

<ii>
Molecular formula: C4H10N3
Method: DFT, the ωB97M-V functional and the def2-TZVPD basis

Calculated values
LUMO level (spin up / spin down), eV: -2.988 / -7.721
Net charge: +1
<S²>: 2.006
Multiplicity: 3
Kohn-Sham gap (spin up / spin down), Ha: 0.2722 / 0.2753
E_HOMO (spin up / spin down), Eh: -0.3821 / -0.5590

Element x y z (Å)
N  1.286  1.409  0.212
N  -0.264  0.977  2.196
N  0.640  0.655  -1.894
C  -0.932  0.130  1.462
C  -0.237  -1.543  -0.277
C  0.495  0.788  -0.594
C  -0.634  -0.113  0.042
H  -0.503  1.186  3.154
H  2.142  1.902  -0.012
H  0.617  -1.854  0.342
H  -0.102  0.417  -2.564
H  -1.712  -0.583  1.821
H  0.742  1.340  1.215
H  -0.030  -1.854  -1.365
H  1.389  1.333  -2.333
H  -1.199  -2.075  0.028
H  -1.588  0.346  -0.365

natural (NBO) atomic charges, in units of e:
1 N -0.694
2 N -0.435
3 N -0.746
4 C -0.151
5 C -0.622
6 C 0.567
7 C -0.324
8 H 0.423
9 H 0.438
10 H 0.240
11 H 0.446
12 H 0.281
13 H 0.414
14 H 0.241
15 H 0.421
16 H 0.240
17 H 0.264

=====

Of them, <ii> has the highest stability.

=====

<i>
Molecular formula: C2H3N2OP
Method: DFT, the ωB97M-V functional and the def2-TZVPD basis

Calculated values
LUMO level, eV: 0.399
SMILES: O=C/N=N\C#[PH2]
Multiplicity: 1
Kohn-Sham gap, Ha: 0.3648
E_HOMO, Eh: -0.3501

Element x y z (Å)
P  1.177  -1.805  -0.615
O  0.551  1.328  -0.232
N  -1.618  0.886  0.208
N  -1.116  -0.360  0.118
C  -0.612  1.726  0.046
C  -0.003  -0.520  -0.283
H  2.068  -1.510  0.414
H  0.297  -2.504  0.186
H  -0.743  2.759  0.157

natural (NBO) atomic charges, in units of e:
1 P 0.364
2 O -0.540
3 N -0.392
4 N -0.232
5 C 0.398
6 C 0.191
7 H 0.006
8 H 0.024
9 H 0.181

=====

<ii>
Molecular formula: C2H3N2OP
Method: DFT, the ωB97M-V functional and the def2-TZVPD basis

Calculated values
LUMO level (spin up / spin down), eV: -1.095 / -1.090
Multiplicity: 1
Kohn-Sham gap (spin up / spin down), Ha: 0.2586 / 0.2641
E_HOMO (spin up / spin down), Eh: -0.2988 / -0.3042

Element x y z (Å)
P  -1.825  2.141  -0.597
O  -2.121  0.231  -2.239
N  -1.470  0.547  -1.046
N  -0.682  -0.449  -0.612
C  0.657  -0.302  1.507
C  -0.006  -0.423  0.481
H  0.771  -0.379  2.536
H  -1.793  -0.648  -2.485
H  -0.733  2.142  0.477

natural (NBO) atomic charges, in units of e:
1 P 0.432
2 O -0.511
3 N -0.077
4 N -0.380
5 C -0.295
6 C 0.132
7 H 0.229
8 H 0.493
9 H -0.023

=====

Of them, <i> has the highest stability.

=====

<i>
Molecular formula: CH4O2P
Method: DFT, the ωB97M-V functional and the def2-TZVPD basis

Calculated values
LUMO level, eV: 4.669
Net charge: -1
Multiplicity: 1
Kohn-Sham gap, Ha: 0.2978
E_HOMO, Eh: -0.1262

Element x y z (Å)
P  -1.445  -0.210  0.506
O  -0.712  2.321  -0.089
O  -2.282  -0.731  -0.601
C  0.336  -0.653  0.026
H  -1.590  2.691  0.024
H  0.849  -1.183  0.831
H  0.342  -1.255  -0.884
H  0.830  0.298  -0.146

natural (NBO) atomic charges, in units of e:
1 P 1.291
2 O -1.222
3 O -1.104
4 C -1.046
5 H 0.408
6 H 0.195
7 H 0.214
8 H 0.264

=====

<ii>
Molecular formula: CH4O2P
Method: DFT, the ωB97M-V functional and the def2-TZVPD basis

Calculated values
LUMO level (spin up / spin down), eV: 4.504 / 4.504
Net charge: -1
Multiplicity: 1
Kohn-Sham gap (spin up / spin down), Ha: 0.2318 / 0.2317
E_HOMO (spin up / spin down), Eh: -0.0663 / -0.0662

Element x y z (Å)
P  -1.413  0.939  0.490
O  0.011  0.874  1.510
O  -2.394  0.209  1.307
C  0.581  -0.692  -1.091
H  0.171  -1.700  -1.024
H  0.784  1.289  1.176
H  1.037  -0.473  -2.075
H  1.225  -0.445  -0.294

natural (NBO) atomic charges, in units of e:
1 P 1.388
2 O -1.047
3 O -1.123
4 C -1.141
5 H 0.159
6 H 0.470
7 H 0.146
8 H 0.148

=====

Of them, <i> has the highest stability.

=====

<i>
Molecular formula: C6H9ClS
Method: DFT, the ωB97M-V functional and the def2-TZVPD basis

Calculated values
LUMO level, eV: 0.873
SMILES: Cl[C@@H]1[C@H]2CSCC[C@@H]12
Multiplicity: 1
Kohn-Sham gap, Ha: 0.3514
E_HOMO, Eh: -0.3193

Element x y z (Å)
Cl  -2.112  0.725  2.297
S  0.649  -0.466  -2.020
C  -0.201  -0.694  1.004
C  -1.335  -0.177  -0.106
C  1.271  -0.619  0.603
C  1.525  0.192  -0.616
C  -0.887  0.609  1.002
C  -0.940  0.241  -1.551
H  1.770  -1.586  0.553
H  -0.380  1.549  0.916
H  -0.973  1.380  -1.786
H  -1.568  -0.282  -2.261
H  2.593  0.233  -0.971
H  1.239  1.240  -0.394
H  -0.297  -1.344  1.839
H  1.783  -0.100  1.457
H  -2.138  -0.902  0.035

natural (NBO) atomic charges, in units of e:
1 Cl -0.074
2 S 0.227
3 C -0.218
4 C -0.240
5 C -0.422
6 C -0.556
7 C -0.222
8 C -0.553
9 H 0.219
10 H 0.231
11 H 0.227
12 H 0.237
13 H 0.240
14 H 0.205
15 H 0.243
16 H 0.201
17 H 0.257

=====

<ii>
Molecular formula: C6H9ClS
Method: DFT, the ωB97M-V functional and the def2-TZVPD basis

Calculated values
LUMO level, eV: -1.069
SMILES: C/C(C=S)=C\[C@@H](C)Cl
Multiplicity: 1
Kohn-Sham gap, Ha: 0.2844
E_HOMO, Eh: -0.3237

Element x y z (Å)
Cl  1.077  2.636  0.139
S  -1.832  -2.739  -1.207
C  -1.863  0.169  0.008
C  -0.548  -0.552  -0.204
C  2.430  0.759  1.701
C  1.051  1.036  1.045
C  -0.547  -1.760  -0.940
C  0.659  -0.079  0.204
H  3.228  0.812  0.924
H  1.492  -0.503  -0.330
H  -2.543  0.151  -0.897
H  0.406  -2.153  -1.141
H  0.344  1.276  1.842
H  -1.792  1.150  0.374
H  2.405  -0.274  2.037
H  2.701  1.529  2.439
H  -2.336  -0.419  0.816

natural (NBO) atomic charges, in units of e:
1 Cl -0.090
2 S 0.030
3 C -0.657
4 C -0.044
5 C -0.614
6 C -0.207
7 C -0.266
8 C -0.141
9 H 0.218
10 H 0.199
11 H 0.246
12 H 0.193
13 H 0.225
14 H 0.222
15 H 0.223
16 H 0.230
17 H 0.232

=====

Of them, <ii> has the highest stability.